--- P ---
This record from the OMol25 dataset describes 2 unconnected molecules or ions with the total composition C4H8NO3. The level of theory is ωB97M-V/def2-TZVPD.

## Properties
HOMO-LUMO gap in Eh: 0.313

Geometry as ORCA input:
```
! wB97M-V def2-TZVPD RIJCOSX def2/J DEFGRID3
* xyz -1 1
C -1.064 -1.085 1.858
C 0.066 -1.865 1.138
O 0.939 -1.156 0.550
O 0.032 -3.103 1.215
H -0.794 -0.027 1.825
H -1.118 -1.407 2.898
H -2.025 -1.253 1.371
C 1.329 2.083 -0.794
C -0.078 1.783 -1.257
O -0.770 2.655 -1.782
N -0.401 0.485 -1.230
H -1.244 0.152 -1.670
H 0.098 -0.176 -0.601
H 1.648 1.370 -0.032
H 1.393 3.105 -0.426
H 2.031 1.980 -1.624
*
```

***

--- Q ---
This record from the OMol25 dataset describes 2 unconnected molecules or ions with the total composition C4H8NO3. The level of theory is ωB97M-V/def2-TZVPD.

## Properties
HOMO-LUMO gap in Eh: 0.294

Geometry as ORCA input:
```
! wB97M-V def2-TZVPD RIJCOSX def2/J DEFGRID3
* xyz -1 1
C 1.548 -2.204 -1.053
C 1.733 -0.866 -1.882
O 1.004 0.081 -1.489
O 2.613 -0.882 -2.754
H 2.596 -2.323 -0.736
H 1.470 -3.058 -1.721
H 0.892 -2.061 -0.207
C -2.257 0.684 0.934
C -1.337 1.715 1.495
O -1.709 2.479 2.382
N -0.058 1.761 1.048
H 0.656 2.271 1.519
H 0.270 1.378 0.156
H -2.025 0.292 -0.071
H -3.287 1.018 0.967
H -2.109 -0.286 1.413
*
```

***

--- R ---
This record from the OMol25 dataset describes a gas-phase ion, C4H8NO3 (charge -1). The level of theory is ωB97M-V/def2-TZVPD.

## Properties
Structure (SMILES): N[C@H](CO)CC(=O)[O-]
HOMO-LUMO gap in Eh: 0.271

Geometry as ORCA input:
```
! wB97M-V def2-TZVPD RIJCOSX def2/J DEFGRID3
* xyz -1 1
C -0.943 -0.956 -0.192
O -1.657 -1.953 0.456
C -0.334 0.240 0.607
C 0.188 1.460 -0.118
C 0.853 1.089 -1.499
O 0.957 -0.142 -1.612
O 1.045 2.026 -2.275
N 0.909 -0.250 1.304
H 0.067 -1.479 -0.674
H -1.332 -0.705 -1.183
H -1.153 -2.486 1.135
H -1.049 0.500 1.369
H 0.886 2.106 0.428
H -0.655 2.097 -0.479
H 0.724 -0.831 2.065
H 1.492 -0.716 0.669
*
```

***

--- S ---
This record from the OMol25 dataset describes 2 unconnected molecules or ions with the total composition C4H8NO3. The level of theory is ωB97M-V/def2-TZVPD.

## Properties
HOMO-LUMO gap in Eh: 0.315

Geometry as ORCA input:
```
! wB97M-V def2-TZVPD RIJCOSX def2/J DEFGRID3
* xyz -1 1
C 2.215 -1.996 -0.356
C 1.446 -0.840 -1.006
O 0.561 -0.421 -0.253
O 1.787 -0.320 -2.073
H 1.662 -2.817 -0.444
H 2.072 -1.596 0.695
H 3.243 -2.143 -0.728
C -1.043 1.693 1.363
C -2.053 0.917 0.492
O -3.166 0.699 0.675
N -1.637 0.822 -0.865
H -2.231 0.192 -1.438
H -0.601 0.517 -0.964
H -0.586 2.601 0.924
H -0.189 1.041 1.457
H -1.482 1.651 2.520
*
```

***

What should be chosen as the least stable of them? Choose R.

***

--- P ---
This record from the OMol25 dataset describes a gas-phase ion, C4H8NO3 (charge -1). The level of theory is ωB97M-V/def2-TZVPD.

## Properties
Structure (SMILES): CN[C@H](CO)C(=O)[O-]
HOMO-LUMO gap in Eh: 0.296

Geometry as ORCA input:
```
! wB97M-V def2-TZVPD RIJCOSX def2/J DEFGRID3
* xyz -1 1
C 2.009 1.378 1.093
N 1.339 0.746 -0.056
C 0.309 -0.216 0.311
C 0.590 -1.370 -0.776
O -0.455 -2.298 -0.860
C -1.109 0.409 0.165
O -2.117 -0.344 0.225
O -1.111 1.601 -0.211
H 2.827 1.959 0.679
H 2.420 0.596 1.705
H 1.379 2.116 1.603
H 1.035 1.495 -0.654
H 0.564 -0.739 1.245
H 0.629 -0.783 -1.722
H 1.499 -1.927 -0.562
H -1.310 -1.857 -0.798
*
```

***

--- Q ---
This record from the OMol25 dataset describes a gas-phase ion, C4H8NO3 (charge -1). The level of theory is ωB97M-V/def2-TZVPD.

## Properties
Structure (SMILES): O=C(O)NCCC[O-]
HOMO-LUMO gap in Eh: 0.236

Geometry as ORCA input:
```
! wB97M-V def2-TZVPD RIJCOSX def2/J DEFGRID3
* xyz -1 1
C -0.051 0.133 0.452
C 0.526 0.571 -0.889
C 1.813 1.393 -0.476
O 2.594 0.693 0.339
N -1.471 -0.252 0.393
C -1.924 -1.528 0.332
O -1.155 -2.493 0.927
O -2.995 -1.858 -0.129
H 0.517 -0.691 0.839
H 0.097 0.910 1.204
H 1.016 -0.260 -1.404
H -0.225 1.181 -1.396
H 1.359 2.324 -0.013
H 2.306 1.768 -1.395
H -2.204 0.434 0.388
H -0.204 -2.325 0.829
*
```

***

--- R ---
This record from the OMol25 dataset describes 2 unconnected molecules or ions with the total composition C4H8NO3. The level of theory is ωB97M-V/def2-TZVPD.

## Properties
HOMO-LUMO gap in Eh: 0.322

Geometry as ORCA input:
```
! wB97M-V def2-TZVPD RIJCOSX def2/J DEFGRID3
* xyz -1 1
C 0.787 -2.961 -1.555
C 0.750 -1.546 -0.927
O 0.139 -1.497 0.180
O 1.258 -0.596 -1.537
H 0.233 -3.657 -0.950
H 1.838 -3.211 -1.726
H 0.367 -2.919 -2.569
C 0.367 1.282 1.782
C -0.826 1.786 0.989
O -1.409 2.802 1.379
N -1.207 1.102 -0.083
H -2.000 1.403 -0.615
H -0.679 0.264 -0.331
H 0.486 2.014 2.564
H 1.285 1.239 1.196
H 0.190 0.268 2.135
*
```

***

--- S ---
This record from the OMol25 dataset describes 2 unconnected molecules or ions with the total composition C4H8NO3. The level of theory is ωB97M-V/def2-TZVPD.

## Properties
HOMO-LUMO gap in Eh: 0.288

Geometry as ORCA input:
```
! wB97M-V def2-TZVPD RIJCOSX def2/J DEFGRID3
* xyz -1 1
C 0.011 3.102 0.567
C -0.386 2.009 1.572
O -0.828 2.355 2.647
N -0.117 0.715 1.241
H -0.193 0.056 1.930
H -0.061 0.325 0.266
H -0.356 2.886 -0.453
H 1.002 3.414 0.616
H -0.592 3.961 0.820
C 0.592 -2.958 -0.464
C 0.239 -2.010 -1.596
O -0.023 -2.412 -2.719
O 0.381 -0.755 -1.381
H 0.969 -2.399 0.453
H 1.290 -3.699 -0.817
H -0.170 -3.624 -0.270
*
```

***

What should be chosen as the least stable of them? Choose Q.

***

--- P ---
This record from the OMol25 dataset describes 2 unconnected molecules or ions with the total composition C4H8NO3. The level of theory is ωB97M-V/def2-TZVPD.

## Properties
HOMO-LUMO gap in Eh: 0.315

Geometry as ORCA input:
```
! wB97M-V def2-TZVPD RIJCOSX def2/J DEFGRID3
* xyz -1 1
C 0.919 1.386 -1.106
C -0.510 1.846 -0.992
O -0.922 2.731 -1.764
N -1.221 1.577 0.117
H -2.053 2.145 0.114
H -0.988 0.760 0.721
H 1.342 1.990 -1.906
H 0.923 0.302 -1.236
H 1.547 1.511 -0.231
C 1.281 -2.443 1.693
C 0.233 -1.779 0.759
O -0.268 -2.571 -0.056
O 0.076 -0.556 1.056
H 1.582 -3.409 1.293
H 1.020 -2.496 2.747
H 2.202 -1.908 1.377
*
```

***

--- Q ---
This record from the OMol25 dataset describes 2 unconnected molecules or ions with the total composition C4H8NO3. The level of theory is ωB97M-V/def2-TZVPD.

## Properties
HOMO-LUMO gap in Eh: 0.315

Geometry as ORCA input:
```
! wB97M-V def2-TZVPD RIJCOSX def2/J DEFGRID3
* xyz -1 1
C -0.146 -1.816 -0.681
C 1.040 -1.896 0.272
O 1.427 -2.984 0.689
N 1.598 -0.708 0.532
H 2.424 -0.696 1.117
H 1.121 0.132 0.126
H -0.421 -2.827 -0.942
H 0.035 -1.124 -1.504
H -1.006 -1.372 -0.178
C -1.241 1.777 0.587
C -0.365 2.078 -0.624
O 0.820 1.601 -0.593
O -0.856 2.749 -1.546
H -1.564 2.698 1.086
H -0.716 1.163 1.316
H -2.148 1.225 0.343
*
```

***

--- R ---
This record from the OMol25 dataset describes a gas-phase ion, C4H8NO3 (charge -1). The level of theory is ωB97M-V/def2-TZVPD.

## Properties
Structure (SMILES): N[C@H](CO)CC(=O)[O-]
HOMO-LUMO gap in Eh: 0.283

Geometry as ORCA input:
```
! wB97M-V def2-TZVPD RIJCOSX def2/J DEFGRID3
* xyz -1 1
C -0.973 0.944 0.132
O -1.796 1.460 1.211
C -0.025 -0.141 0.636
C 1.274 -0.001 -0.205
C 1.175 -0.489 -1.732
O 0.015 -0.820 -2.076
O 2.245 -0.521 -2.352
N -0.453 -1.526 0.667
H -1.757 0.402 -0.413
H -0.517 1.790 -0.360
H -1.281 1.891 1.900
H 0.320 0.002 1.693
H 2.074 -0.551 0.290
H 1.531 1.050 -0.125
H -1.407 -1.589 1.007
H -0.423 -1.899 -0.274
*
```

***

What should be chosen as the least stable of them? Choose R.

***

--- P ---
This record from the OMol25 dataset describes a gas-phase ion, C5H13NO3P (charge -1). The level of theory is ωB97M-V/def2-TZVPD.

## Properties
Structure (SMILES): CC(C)CCN=P([O-])(O)O
HOMO-LUMO gap in Eh: 0.271

Geometry as ORCA input:
```
! wB97M-V def2-TZVPD RIJCOSX def2/J DEFGRID3
* xyz -1 1
C 3.078 -0.037 -0.086
C 1.554 0.047 -0.257
C 1.048 1.404 0.269
C 0.911 -1.118 0.481
C -0.616 -1.296 0.259
N -1.150 -0.337 -0.704
P -2.663 0.024 -0.490
O -3.775 -0.976 -0.361
O -2.773 1.009 0.827
O -3.059 1.061 -1.682
H 3.457 -1.038 -0.288
H 3.594 0.694 -0.708
H 3.331 0.194 0.952
H 1.315 -0.025 -1.314
H 1.883 2.068 0.497
H 0.408 1.277 1.138
H 0.426 1.884 -0.480
H 1.110 -0.987 1.548
H 1.415 -2.044 0.190
H -0.804 -2.318 -0.088
H -1.106 -1.228 1.239
H -3.696 1.012 1.106
H -3.888 0.730 -2.050
*
```

***

--- Q ---
This record from the OMol25 dataset describes 2 unconnected molecules or ions with the total composition C5H13NO3P. The level of theory is ωB97M-V/def2-TZVPD.

## Properties
HOMO-LUMO gap in Eh: 0.311

Geometry as ORCA input:
```
! wB97M-V def2-TZVPD RIJCOSX def2/J DEFGRID3
* xyz -1 1
C 1.785 -1.253 1.255
C -0.308 -2.063 0.174
C -1.732 2.295 0.226
C 0.330 -0.789 0.845
C -1.618 0.925 -0.363
N 0.430 0.367 -0.017
O -3.179 0.438 -2.657
O -1.677 2.517 -2.593
O -0.691 0.196 -2.838
P -1.877 1.102 -2.240
H 1.726 -2.059 1.932
H 2.126 -1.484 0.197
H 2.288 -0.503 1.775
H -0.624 -2.752 0.879
H 0.443 -2.492 -0.363
H -0.918 -1.867 -0.638
H -1.015 2.838 -0.371
H -1.510 2.295 1.365
H -2.709 2.715 0.124
H -0.278 -0.568 1.790
H -2.165 0.215 0.278
H 0.108 0.722 -2.526
H 0.832 1.077 0.551
*
```

***

What should be chosen as the least stable of them? Choose Q.

***

--- P ---
This record from the OMol25 dataset describes 2 unconnected molecules or ions with the total composition C2H3BrN2S. The level of theory is ωB97M-V/def2-TZVPD.

## Properties
HOMO-LUMO gap (spin up / spin down) in Eh: 0.300 / 0.179

Geometry as ORCA input:
```
! wB97M-V def2-TZVPD RIJCOSX def2/J DEFGRID3
* xyz 0 1
C -1.671 0.006 -0.518
C -0.704 0.366 0.582
N -2.271 -0.351 -1.413
N 0.561 -0.201 0.230
S 0.636 -1.617 -0.460
Br 3.970 0.212 -0.733
H -0.562 1.425 0.653
H -1.277 -0.251 1.362
H 1.318 0.410 0.297
*
```

***

--- Q ---
This record from the OMol25 dataset describes 2 unconnected molecules or ions with the total composition C2H3BrN2S. The level of theory is ωB97M-V/def2-TZVPD.

## Properties
HOMO-LUMO gap in Eh: 0.308

Geometry as ORCA input:
```
! wB97M-V def2-TZVPD RIJCOSX def2/J DEFGRID3
* xyz 0 1
C 1.030 0.345 -0.199
C -2.809 -0.238 1.605
N 0.447 0.975 0.719
N 0.092 1.495 1.673
S -3.177 -1.399 2.635
Br -4.024 1.221 1.244
H 0.935 0.667 -1.141
H 1.724 -0.562 -0.014
H -1.843 -0.147 1.269
*
```

***

What should be chosen as the least stable of them? Choose Q.

***

--- P ---
This record from the OMol25 dataset describes C6H6O in the gas phase. The level of theory is ωB97M-V/def2-TZVPD.

## Properties
Structure (SMILES): C=c1ccc(=C)o1
HOMO-LUMO gap in Eh: 0.297

Geometry as ORCA input:
```
! wB97M-V def2-TZVPD RIJCOSX def2/J DEFGRID3
* xyz 0 1
C -2.421 -0.625 0.025
C -1.127 -0.253 -0.030
C 1.160 -0.286 -0.113
C 2.491 -0.654 0.115
C 0.669 1.084 -0.058
C -0.630 1.018 -0.046
H -3.330 -0.061 0.394
H -2.687 -1.658 -0.225
H 2.958 -1.769 -0.023
H 3.081 0.304 0.110
H 1.190 2.161 -0.148
H -1.358 1.838 0.094
O 0.006 -1.099 -0.095
*
```

***

--- Q ---
This record from the OMol25 dataset describes C6H6O in the gas phase. The level of theory is ωB97M-V/def2-TZVPD.

## Properties
Structure (SMILES): Oc1ccccc1
HOMO-LUMO gap in Eh: 0.353

Geometry as ORCA input:
```
! wB97M-V def2-TZVPD RIJCOSX def2/J DEFGRID3
* xyz 0 1
O -0.539 1.739 -1.423
C 0.093 -1.360 1.322
C -0.311 -1.645 0.016
C 0.245 -0.042 1.742
C -0.577 -0.596 -0.880
C 0.074 1.020 0.833
C -0.354 0.749 -0.492
H -0.431 1.360 -2.317
H 0.245 -2.170 2.062
H -0.482 -2.665 -0.256
H 0.549 0.178 2.746
H -0.942 -0.745 -1.897
H 0.178 2.023 1.161
*
```

***

What should be chosen as the least stable of them? Choose P.